No. 1
9
Properties=species:S:1:pos:R:3 method="wB97M-V/def2-TZVPD" homo_lumo_gap_ev="7.03 / 7.71" e_homo_ev="-3.54 / -4.20" relative_energy_ev=3.0604 e_lumo_ev="3.49 / 3.51" charge=-1
C 0.27 -0.13 1.84
C 0.31 0.41 -1.99
C -0.60 0.18 0.48
O -0.12 -1.04 2.59
O 1.31 0.54 1.92
O 0.03 0.45 -0.61
Cl -2.28 -0.35 0.40
H -0.24 -0.40 -2.41
H 1.33 0.34 -2.21

***

No. 2
12
Properties=species:S:1:pos:R:3 method="wB97M-V/def2-TZVPD" homo_lumo_gap_ev=11.34 e_homo_ev=-10.55 relative_energy_ev=1.1810 e_lumo_ev=0.79 charge=0
C -0.86 -0.96 1.48
O 0.28 -0.95 0.62
C 0.05 -0.31 -0.54
O -0.89 -0.52 -1.26
C 1.06 0.79 -0.76
O 0.54 1.82 -1.55
H -1.46 -0.07 1.28
H -1.48 -1.85 1.34
H -0.47 -0.91 2.50
H 1.30 1.20 0.23
H 1.98 0.35 -1.16
H -0.06 1.41 -2.18

***

Values for E, Ha, ordered as above
-801.35423; -343.61115